Entry from OMol25: a cluster of 2 separate species, C3H9NO2 in total (ωB97M-V with the def2-TZVPD basis set).

```
15
Properties=species:S:1:pos:R:3:forces:R:3
C -2.056 0.176 -0.759 1.206 -1.484 4.290
N -0.653 0.260 -0.142 -2.734 -2.035 -1.342
C 0.128 1.198 -0.667 1.571 3.076 -2.972
C 1.562 1.027 -0.221 0.287 0.791 3.261
O -0.223 2.161 -1.428 0.444 -3.001 2.222
H -2.330 1.053 -1.221 -0.558 2.337 -0.109
H -2.339 -0.550 -1.434 1.097 -2.121 -2.256
H -2.670 -0.242 0.057 -0.315 1.342 0.131
H -0.248 -0.616 0.297 -0.665 1.692 -0.941
H 1.539 0.105 0.372 0.799 -0.371 -0.685
H 1.583 1.710 0.740 0.553 -0.473 -2.090
H 2.485 1.125 -0.864 -1.600 0.159 0.533
O 0.891 -2.219 1.462 0.847 -1.235 1.831
H 0.790 -2.223 2.459 -0.015 0.228 -1.702
H 1.541 -2.963 1.349 -0.918 1.097 -0.170
```
Positions in Å, forces in eV/Å.

Properties
Largest force on an atom   4.697 eV/A
SMILES   CNC(C)=O.O
LUMO energy   0.2825 eV
Relative energy (zero: lowest compared OMol25 entry of this formula, charge and spin)   184.7 kJ/mol
HOMO   -9.2 eV